{
  "formula": "C6H10O2",
  "method": "the ωB97M-V functional and the def2-TZVPD basis",
  "species": ["O", "O", "C", "C", "C", "C", "C", "C", "H", "H", "H", "H", "H", "H", "H", "H", "H", "H"],
  "coordinates": [[-1.632508, -1.160853, 3.087246], [0.355434, -1.577237, 0.517477], [1.112706, 1.461453, -1.164166], [0.073385, 0.589767, -0.788349], [0.240025, -0.920342, -0.853951], [-1.188383, -2.343954, 2.458067], [-1.376650, -0.366890, 1.863961], [-1.015270, -1.626592, 1.074886], [2.057596, 1.226749, -1.565795], [1.041067, 2.505864, -1.068675], [-1.011440, 0.944209, -0.727139], [-0.645773, -1.191540, -1.375971], [0.868076, -1.290457, -1.604524], [-2.035699, -3.065773, 2.277999], [-0.422627, -2.790315, 3.039659], [-2.271268, 0.097563, 1.412942], [-0.578426, 0.322033, 1.939410], [-1.780188, -1.980246, 0.426353]],
  "forces_ev_per_a": [[-0.1, 1.7, -0.8], [-2.3, 0.5, -2.4], [-3.7, -2.3, 1.5], [2.4, 1.9, -1.8], [-1.5, 0.8, 2.1], [-1.8, -0.6, -1.7], [-1.9, -1.3, -0.3], [3.2, 0.2, 1.9], [1.0, -1.2, 0.0], [-0.8, 1.3, -0.1], [1.8, -0.1, 0.6], [-1.6, -0.9, 0.4], [2.5, -0.4, -0.1], [0.7, 0.3, 0.8], [1.1, -0.6, 0.0], [0.1, 0.2, 0.8], [0.8, 0.7, 0.4], [-0.2, -0.2, -1.1]],
  "lowdin_charge": [-0.10, -0.10, 0.05, -0.12, -0.18, -0.14, -0.11, -0.25, 0.04, 0.02, 0.12, 0.09, 0.10, 0.13, 0.11, 0.12, 0.10, 0.13],
  "relative_energy_kj_mol": 403.4,
  "smiles": "C=CCOC1COC1",
  "orbital_gap_ev": 10.652,
  "lumo_ev": 0.97
}

=====

{
  "formula": "H80O40",
  "method": "the ωB97M-V functional and the def2-TZVPD basis",
  "species": ["H", "H", "O", "H", "H", "O", "H", "H", "O", "H", "H", "O", "H", "H", "O", "H", "O", "H", "O", "H", "H", "O", "H", "H", "O", "H", "H", "O", "H", "H", "O", "H", "O", "H", "H", "O", "H", "H", "O", "H", "H", "O", "H", "H", "O", "H", "H", "O", "H", "H", "O", "H", "O", "H", "H", "O", "H", "O", "H", "H", "O", "H", "H", "O", "H", "H", "O", "H", "H", "O", "H", "H", "O", "H", "H", "O", "H", "H", "O", "H", "H", "O", "H", "H", "O", "H", "H", "O", "H", "O", "H", "H", "O", "H", "H", "H", "H", "H", "H", "O", "H", "H", "O", "H", "H", "O", "H", "H", "O", "H", "H", "O", "H", "H", "O", "H", "H", "O", "H", "H"],
  "coordinates": [[-5.686947, -2.322356, 0.772943], [-4.500426, -1.823865, -0.171965], [-5.179968, -1.568804, 0.475300], [-5.095338, 1.148008, 4.365340], [-4.247037, 1.440353, 3.191158], [-4.245943, 1.074883, 4.034141], [-1.942922, -1.134422, -3.887084], [-2.025346, -0.289043, -2.556033], [-1.790031, -1.279449, -2.919126], [2.433048, 1.368490, -3.773912], [1.810692, 2.370503, -4.742389], [2.675699, 2.021088, -4.448641], [-3.587710, -3.156140, 3.736052], [-3.592580, -2.705291, 2.115867], [-3.984730, -2.593689, 3.000723], [3.662125, 0.071408, -4.771693], [3.021590, -0.458477, -4.324494], [3.669338, 4.895353, 1.885842], [3.698727, 4.824798, 2.835521], [0.480230, -0.245793, -3.565494], [-0.667271, 0.622475, -4.306867], [0.177461, 0.115287, -4.445019], [2.731598, -3.257264, -0.746587], [3.784871, -3.065913, -1.915553], [2.863846, -3.069739, -1.674644], [-0.455901, -0.413330, -6.017737], [-0.845941, -1.764234, -6.304741], [-0.492892, -0.968782, -6.809232], [-3.856795, 0.967639, 0.047492], [-2.436365, 1.248384, 0.428705], [-3.280416, 1.677179, 0.477252], [2.441651, 2.567099, 3.203012], [1.830542, 2.536905, 2.469918], [0.113215, -3.936508, -4.197271], [-0.798718, -2.826283, -3.621968], [-0.513408, -3.258262, -4.383289], [-1.368928, 1.374084, -1.685042], [-2.850594, 1.866721, -1.434415], [-2.324252, 1.199433, -1.788127], [1.936229, -1.439308, 1.230051], [1.230688, -0.145244, 1.580346], [1.035495, -1.094310, 1.653579], [4.231733, 0.853049, -0.820126], [5.736231, 0.451533, -0.333479], [5.001187, 0.283649, -0.986114], [-0.332166, 3.102541, -2.638305], [-0.609621, 2.218589, -3.871749], [-0.409402, 2.127175, -2.876252], [1.761812, -2.572262, 5.732193], [1.672334, -1.547185, 4.514940], [1.696304, -1.611486, 5.429543], [0.919310, 2.991139, -0.647254], [1.445764, 3.311471, -1.370218], [-3.158458, -1.118519, 5.365010], [-2.332186, -1.948253, 4.373513], [-2.522180, -1.816144, 5.307677], [4.172656, -2.147705, 1.417090], [3.466449, -1.599515, 1.117976], [0.017774, -0.999956, -0.010878], [-0.928406, -0.463124, -1.014237], [-0.741595, -0.409754, -0.081774], [-0.794290, -5.958320, -0.260944], [-0.676452, -5.321257, -1.416976], [-0.045402, -5.841342, -0.909666], [-2.656527, -2.865462, -1.181165], [-2.014105, -1.715438, -0.747871], [-2.656686, -2.338879, -0.378642], [-1.457111, 4.041556, -5.245897], [-0.328268, 3.240709, -5.973785], [-0.710044, 3.382890, -5.064605], [-2.314124, 5.692721, -1.815705], [-1.406000, 4.538903, -2.147154], [-2.235193, 4.910919, -2.416129], [-4.790875, -4.847695, 0.535758], [-4.801714, -3.767041, 1.581655], [-5.400804, -4.184650, 0.952304], [-0.453033, -4.269430, 1.141624], [-1.538382, -3.498897, 0.548145], [-1.300377, -4.428482, 0.705671], [2.290867, 6.241868, -0.670700], [1.645590, 5.334591, -1.496294], [1.777569, 6.327246, -1.505126], [-0.862327, 2.596784, 0.977882], [-0.037767, 1.254526, 0.625124], [-0.339101, 2.135309, 0.205675], [2.223334, 1.733690, 0.446184], [3.173797, 1.172492, 1.519378], [2.868402, 1.023068, 0.543482], [5.193118, 1.174530, 1.719433], [5.607525, 0.306481, 2.031743], [-4.382530, 3.084034, 3.174522], [-3.207321, 2.885289, 2.222687], [-3.703899, 3.571831, 2.715344], [1.465243, 2.643363, -2.115818], [2.510778, -0.635052, -5.113805], [3.982193, -1.111798, 0.373509], [3.318880, 3.961587, 3.057226], [1.615715, 1.610886, 2.588252], [6.510368, 0.540023, 2.092897], [2.976314, -2.843872, -5.121446], [3.148067, -3.802057, -5.085339], [2.577976, -2.671748, -4.279751], [-2.162979, 2.568329, 4.769669], [-2.683832, 1.732179, 4.953423], [-2.583963, 3.102476, 4.096500], [1.299289, -1.172539, -1.565329], [1.938863, -0.724677, -1.016979], [1.844983, -1.447835, -2.293859], [0.134033, -3.528656, 4.110562], [-0.226162, -2.930201, 4.804717], [0.067415, -3.429079, 3.205023], [-1.818001, -1.079773, 2.516648], [-1.276792, -1.090589, 3.308892], [-1.340922, -0.676327, 1.779571], [3.488668, 0.341219, 3.776890], [4.205988, -0.010247, 3.259840], [3.223322, -0.280163, 4.635818], [-0.261941, 1.725714, 3.488712], [-0.814340, 2.626490, 3.487389], [-0.721196, 1.290935, 4.251416]],
  "forces_ev_per_a": [[0.1, -0.4, -0.5], [-0.5, -0.4, 0.6], [0.3, 1.6, -0.3], [-2.8, 0.0, 1.0], [0.0, 0.2, -2.6], [2.2, -1.4, 1.6], [0.2, -0.5, 1.1], [0.1, -2.7, -0.9], [-1.0, 3.3, 0.0], [0.1, -0.1, -0.5], [0.7, -0.2, 0.2], [-0.9, 1.1, 0.2], [-0.5, 0.7, -2.1], [0.7, 0.3, 1.0], [-0.3, -1.1, 1.1], [1.3, 0.9, 0.2], [-0.4, -0.6, 0.5], [-0.1, -0.1, -0.4], [0.2, -0.2, 0.7], [-0.8, 0.7, -1.1], [1.5, -1.2, 0.3], [-0.7, 0.4, 0.8], [0.3, -0.1, 0.2], [0.6, -0.2, 0.3], [-0.2, -0.4, -0.9], [0.7, 0.3, -0.4], [0.8, 0.7, -1.4], [-1.3, -1.5, 1.3], [0.7, 1.3, 1.2], [1.0, -0.4, 0.0], [-2.1, -0.9, -0.1], [0.2, 0.2, 0.7], [1.0, 0.3, -0.5], [0.6, -0.6, 0.5], [-0.4, 0.9, 2.3], [-0.1, -0.4, -2.8], [-0.8, 0.9, -0.1], [-1.1, 1.9, 1.0], [1.1, -3.4, -1.5], [-2.1, 0.6, 1.5], [-0.2, -0.4, 0.3], [2.1, -0.5, -1.1], [0.6, 0.1, 0.5], [-1.6, 0.0, -1.0], [1.1, -0.5, 0.5], [0.0, -2.0, -0.3], [0.3, 0.3, 2.1], [0.9, 2.5, -1.5], [-0.1, 2.0, -1.2], [-0.3, -0.6, -2.9], [0.5, -1.2, 3.9], [-0.9, -0.7, 0.5], [1.5, 0.2, -1.9], [-0.6, 0.6, -0.3], [-0.6, 0.3, -0.1], [1.2, -0.9, 0.4], [0.6, -1.0, 0.9], [1.8, 1.3, -2.6], [0.2, -0.2, 0.5], [0.1, 0.5, -0.7], [-0.2, -0.3, 0.2], [1.7, -0.5, 0.2], [0.8, 0.6, -1.2], [-1.8, -0.6, 0.4], [-0.7, -0.9, -0.2], [-0.2, 0.5, 1.0], [0.5, -0.1, -0.9], [1.4, -1.3, 0.7], [-0.5, 0.1, 1.3], [-1.0, 1.4, -2.6], [0.0, -0.9, -0.8], [0.7, -0.2, 0.3], [-0.7, 1.2, 0.6], [-1.1, 0.8, 0.4], [-0.3, 0.0, 0.6], [1.1, -1.6, -0.7], [0.1, -0.7, -0.1], [-0.8, -0.1, -0.3], [0.1, 1.2, 1.1], [-0.1, 1.3, -0.5], [-0.4, 1.0, -1.1], [0.5, -2.4, 1.5], [1.8, -1.2, -2.1], [-1.1, 1.8, -1.1], [-0.8, 0.0, 3.5], [0.1, 0.4, -0.1], [-1.0, -0.5, -2.5], [0.6, 0.2, 2.2], [0.8, -1.7, 0.6], [-2.1, 1.6, -1.1], [-0.4, 0.2, 0.3], [-0.7, 0.4, -0.2], [0.9, 0.0, -0.5], [-0.2, 1.0, 1.5], [-0.9, -0.6, -0.2], [-1.4, -0.5, 1.3], [0.2, 0.8, -0.4], [-1.0, -0.3, 0.2], [1.7, 0.2, 0.4], [0.4, -1.6, -0.7], [-0.1, 0.5, -0.3], [-0.3, 0.3, 0.8], [-0.2, -1.0, 2.1], [0.4, 1.9, -0.8], [-1.0, 0.0, -0.1], [-1.1, 1.0, -0.1], [0.3, 0.4, 0.4], [0.4, -0.6, -0.4], [0.8, -1.4, 4.2], [0.0, -0.1, -1.9], [-0.9, 1.5, -2.3], [-0.5, -0.1, -0.1], [0.7, 0.5, -0.5], [0.3, -0.2, 0.4], [-2.2, -1.2, 3.4], [0.7, -0.8, 0.2], [1.3, 2.1, -3.4], [-1.9, 1.4, 0.3], [2.1, -3.1, 0.3], [0.6, 0.7, -1.1]],
  "lowdin_charge": [0.00, 0.00, -0.08, 0.04, 0.00, 0.03, 0.07, 0.08, -0.13, 0.01, 0.03, -0.07, 0.09, 0.01, -0.09, 0.05, -0.06, 0.02, -0.04, 0.06, 0.06, -0.09, 0.04, 0.06, -0.04, -0.04, 0.04, -0.10, 0.11, -0.01, -0.06, 0.03, -0.07, 0.03, -0.04, 0.00, 0.02, 0.02, -0.07, 0.04, 0.00, -0.10, 0.01, 0.05, -0.08, 0.07, 0.04, -0.15, 0.10, -0.04, -0.06, -0.03, -0.07, 0.02, -0.02, -0.03, 0.07, -0.06, 0.03, 0.01, -0.09, 0.04, 0.01, -0.10, 0.07, 0.01, -0.05, 0.12, 0.10, -0.07, 0.08, -0.01, -0.05, 0.08, -0.01, -0.07, 0.05, 0.01, -0.07, 0.03, 0.01, -0.10, 0.13, 0.07, -0.10, 0.02, 0.07, -0.09, 0.09, -0.04, 0.03, 0.02, -0.04, 0.06, 0.05, 0.08, 0.00, 0.00, 0.05, -0.05, 0.06, -0.02, -0.10, 0.07, -0.01, -0.03, 0.02, 0.01, -0.03, 0.05, -0.03, -0.04, 0.01, 0.00, -0.11, -0.04, 0.13, -0.13, 0.10, 0.05],
  "relative_energy_kj_mol": 1088.3,
  "orbital_gap_ev": 9.853,
  "lumo_ev": -0.70
}

=====

{
  "formula": "C11H27FNO5PS2",
  "method": "the ωB97M-V functional and the def2-TZVPD basis",
  "species": ["O", "S", "O", "F", "N", "C", "C", "C", "O", "P", "S", "H", "H", "H", "H", "H", "H", "H", "C", "C", "O", "C", "C", "H", "H", "H", "H", "H", "H", "H", "H", "H", "H", "C", "C", "O", "C", "C", "H", "H", "H", "H", "H", "H", "H", "H", "H", "H"],
  "coordinates": [[-4.617115, -1.417230, 3.965549], [-3.561263, -2.332542, 3.798666], [-3.022883, -2.805183, 5.016112], [-4.154358, -3.592385, 3.055893], [-2.421055, -1.814442, 2.738433], [-2.476297, -0.416811, 2.359356], [-2.756094, -0.291946, 0.805702], [-2.768294, -1.637942, 0.042394], [-3.980548, -0.788592, 0.376125], [-0.860940, -2.566286, 2.830488], [0.655058, -1.406552, 3.067341], [-1.556555, 0.167032, 2.476029], [-3.308902, 0.164177, 2.764025], [-2.322408, 0.563370, 0.282980], [-3.177765, -2.512241, 0.541832], [-2.758831, -1.625730, -1.045087], [-0.695729, -3.404438, 1.701017], [-0.937031, -3.460716, 3.920331], [0.253021, 2.954812, -0.859863], [-0.042031, 2.860996, 0.625706], [0.922145, 2.118258, 1.351698], [2.249154, 2.612353, 1.318836], [2.396343, 4.017698, 1.876115], [0.333276, 1.958079, -1.299367], [-0.542564, 3.498718, -1.372441], [1.190558, 3.476068, -1.058371], [-0.992056, 2.341515, 0.767264], [-0.165534, 3.855778, 1.068190], [2.650603, 2.551501, 0.300693], [2.840443, 1.924892, 1.925269], [1.829812, 4.748569, 1.296959], [3.443736, 4.322171, 1.862381], [2.031519, 4.059869, 2.903854], [3.570640, -0.921334, -2.990559], [2.296019, -0.816138, -2.171807], [1.235657, -0.158480, -2.846330], [0.792867, -0.752959, -4.053522], [0.275216, -2.171313, -3.886036], [3.910971, 0.069095, -3.297327], [4.358164, -1.395535, -2.402994], [3.428694, -1.515010, -3.894992], [2.494361, -0.224188, -1.276948], [1.969806, -1.802423, -1.824066], [1.585782, -0.712968, -4.808632], [-0.015707, -0.119944, -4.421709], [1.050756, -2.849834, -3.527780], [-0.089083, -2.556235, -4.839455], [-0.541559, -2.195558, -3.161950]],
  "forces_ev_per_a": [[-0.5, 0.7, -1.2], [-1.1, 0.1, 1.5], [1.1, -1.0, -0.1], [0.6, 0.5, -0.1], [-0.2, -0.4, 1.3], [-0.6, 2.0, -3.3], [0.6, -3.0, 0.5], [-2.9, 1.9, 0.1], [0.4, 1.0, 0.0], [1.6, -0.2, 0.4], [-0.2, 0.2, -0.2], [0.1, -0.7, 0.7], [0.2, -0.6, 0.7], [-0.2, -0.1, 0.1], [1.6, -0.5, -0.1], [0.8, -0.2, 0.2], [-0.6, 0.2, 0.2], [-0.7, 0.1, -0.5], [0.1, -0.1, -0.1], [0.1, 0.1, -0.1], [-0.2, -0.2, 0.1], [0.1, 0.1, -0.1], [-0.1, 0.1, 0.0], [0.0, 0.0, 0.0], [0.0, 0.0, 0.0], [0.0, 0.1, 0.0], [0.1, -0.1, 0.1], [0.0, 0.0, -0.1], [0.0, 0.1, 0.0], [-0.1, -0.1, 0.0], [0.1, 0.0, 0.0], [0.0, 0.0, 0.0], [0.0, 0.0, 0.0], [0.0, 0.0, -0.1], [0.1, -0.1, 0.0], [-0.1, 0.2, 0.1], [0.0, -0.1, -0.1], [0.1, -0.1, 0.1], [0.0, 0.0, 0.0], [0.0, 0.0, 0.0], [0.0, -0.1, 0.0], [-0.1, 0.1, 0.0], [0.0, 0.0, 0.0], [0.0, -0.1, 0.0], [0.0, 0.1, 0.1], [0.0, 0.0, -0.1], [0.0, 0.0, 0.0], [0.0, 0.0, 0.0]],
  "lowdin_charge": [-0.21, 0.54, -0.26, -0.14, -0.42, -0.20, -0.26, -0.02, -0.09, 0.34, 0.20, 0.08, 0.13, 0.13, 0.09, 0.10, -0.01, -0.01, -0.07, -0.28, -0.18, -0.28, -0.08, 0.07, 0.08, 0.07, 0.09, 0.11, 0.11, 0.12, 0.07, 0.08, 0.08, -0.08, -0.28, -0.17, -0.28, -0.08, 0.08, 0.08, 0.07, 0.12, 0.11, 0.11, 0.12, 0.07, 0.08, 0.07],
  "smiles": "O=S(=O)(F)N(C[C@H]1CO1)[PH2]=S.CCOCC.CCOCC",
  "orbital_gap_ev": 9.821,
  "lumo_ev": 0.51
}

=====

{
  "formula": "C6H6Cl2",
  "method": "the ωB97M-V functional and the def2-TZVPD basis",
  "species": ["C", "C", "C", "C", "C", "C", "H", "H", "H", "H", "H", "H", "Cl", "Cl"],
  "coordinates": [[1.279847, 0.048730, 1.769362], [0.060629, -0.408664, 2.009122], [-0.636828, -1.613172, 1.288786], [-0.938899, -1.736653, -0.039174], [-0.664495, -0.684075, -1.104819], [-1.114853, -0.624217, -2.434211], [2.120668, -0.120890, 0.963928], [-0.694680, 0.162007, 2.845793], [-0.840900, -2.521531, 1.959722], [-1.590832, -2.492600, -0.530957], [-0.097370, 0.274655, -0.885868], [-1.789065, -1.435216, -3.143771], [1.942652, 1.232389, 2.759349], [-1.061489, 0.899486, -3.356011]],
  "forces_ev_per_a": [[1.4, -0.4, -1.8], [-3.2, -0.6, 0.3], [0.5, -0.4, -0.2], [0.0, 1.6, -1.0], [-0.4, 1.3, -2.1], [-1.6, -2.0, 0.6], [-2.5, -0.7, 1.4], [2.6, -1.8, -2.2], [0.0, 1.7, -0.9], [0.8, -0.1, 1.2], [-0.8, -1.4, 0.3], [2.2, 2.2, 2.7], [0.5, 1.6, 1.2], [0.4, -0.9, 0.6]],
  "lowdin_charge": [-0.67, -0.21, -0.11, -0.12, -0.19, -0.56, 0.11, 0.17, 0.12, 0.11, 0.10, 0.13, 0.62, 0.51],
  "relative_energy_kj_mol": 315.7,
  "smiles": "Cl/C=C/C=C\\C=C\\Cl",
  "orbital_gap_ev": 9.025,
  "lumo_ev": 0.22
}

=====

- What is the formula in the third record?
  C11H27FNO5PS2